C36H99N9O9 | the ωB97M-V functional and the def2-TZVPD basis

Its frontier orbital gap is 8.744 eV. As for the SMILES: COC[C@H](C)N.COC[C@H](C)N.COC[C@H](C)N.COC[C@H](C)N.COC[C@H](C)N.COC[C@H](C)N.COC[C@H](C)N.COC[C@H](C)N.COC[C@H](C)N. For the total energy, the calculation gives -70766.31302 eV. The value obtained for the energy above the lowest of the compared OMol25 structures with the same formula, charge and spin is 138.3 kcal/mol. The LUMO energy comes out at 0.01216 Ha.

Each atom is followed by the atoms it is bonded to, with distances in Å.
Geometry (Å):
1 C 2.5326 1.4742 -5.7103  C2 1.544, H7 1.090, H8 1.090, H9 1.090
2 C 1.3700 1.2896 -4.7112  C1 1.544, C3 1.491, N6 1.450, H10 1.090
3 C 0.1486 1.9681 -5.2320  C2 1.491, O4 1.400, H11 1.090, H12 1.090
4 O -1.0288 1.9162 -4.4768  C3 1.400, C5 1.450
5 C -1.0174 2.7201 -3.2701  O4 1.450, H13 1.090, H14 1.090, H15 1.090
6 N 1.1743 -0.1135 -4.4042  C2 1.450, H16 1.010, H17 1.010
7 H 2.7654 2.5378 -5.7618  C1 1.090
8 H 2.4192 1.0613 -6.7127  C1 1.090
9 H 3.4341 0.9769 -5.3524  C1 1.090
10 H 1.5050 1.7605 -3.7375  C2 1.090
11 H -0.0696 1.5894 -6.2305  C3 1.090
12 H 0.3425 3.0322 -5.3668  C3 1.090
13 H -0.0248 2.9280 -2.8707  C5 1.090
14 H -1.7324 2.3041 -2.5603  C5 1.090
15 H -1.4577 3.6954 -3.4771  C5 1.090
16 H 0.8247 -0.5255 -5.2576  N6 1.010
17 H 0.3632 -0.1909 -3.8074  N6 1.010
18 C 1.2973 0.5511 6.4979  C19 1.540, H24 1.090, H25 1.090, H26 1.090
19 C 1.0822 1.2805 5.1585  C18 1.540, C20 1.539, N23 1.402, H27 1.090
20 C 1.6065 2.7257 5.0958  C19 1.539, O21 1.463, H28 1.090, H29 1.090
21 O 1.2614 3.2949 3.7931  C20 1.463, C22 1.359
22 C 1.7580 4.5205 3.4779  O21 1.359, H30 1.090, H31 1.090, H32 1.090
23 N 1.6058 0.4991 4.1187  C19 1.402, H33 1.010, H34 1.010
24 H 2.2978 0.6593 6.9168  C18 1.090
25 H 1.1609 -0.5300 6.4736  C18 1.090
26 H 0.5786 0.9154 7.2321  C18 1.090
27 H -0.0037 1.3369 5.0820  C19 1.090
28 H 2.6929 2.7988 5.1465  C20 1.090
29 H 1.1348 3.2136 5.9487  C20 1.090
30 H 2.8385 4.4632 3.6095  C22 1.090
31 H 1.3165 5.2317 4.1760  C22 1.090
32 H 1.4921 4.6824 2.4333  C22 1.090
33 H 2.5904 0.4205 4.3293  N23 1.010
34 H 1.5248 1.0216 3.2582  N23 1.010
35 C -5.5865 0.6531 1.9834  C36 1.496, H41 1.090, H42 1.090, H43 1.090
36 C -5.4112 1.2897 0.6405  C35 1.496, C37 1.577, N40 1.433, H44 1.090
37 C -6.3516 0.4662 -0.3204  C36 1.577, O38 1.416, H45 1.090, H46 1.090
38 O -6.2784 -0.9414 -0.4550  C37 1.416, C39 1.410
39 C -5.1000 -1.4416 -1.0464  O38 1.410, H47 1.090, H48 1.090, H49 1.090
40 N -5.8095 2.6641 0.7224  C36 1.433, H50 1.010, H51 1.010
41 H -5.0031 -0.2649 1.9125  C35 1.090
42 H -6.5874 0.4441 2.3612  C35 1.090
43 H -5.0105 1.2980 2.6470  C35 1.090
44 H -4.3807 1.2596 0.2863  C36 1.090
45 H -6.4104 0.9151 -1.3119  C37 1.090
46 H -7.3877 0.7355 -0.1150  C37 1.090
47 H -4.2548 -1.3466 -0.3647  C39 1.090
48 H -4.7100 -0.7831 -1.8225  C39 1.090
49 H -5.0941 -2.4213 -1.5241  C39 1.090
50 H -6.7964 2.7309 0.9268  N40 1.010
51 H -5.2627 3.1479 1.4202  N40 1.010
52 C 2.4303 -4.1703 -0.4429  C53 1.517, H58 1.090, H59 1.090, H60 1.090
53 C 1.8858 -5.1498 0.5796  C52 1.517, C54 1.530, N57 1.464, H61 1.090
54 C 2.8712 -5.6369 1.6437  C53 1.530, O55 1.474, H62 1.090, H63 1.090
55 O 2.2746 -6.5953 2.5907  C54 1.474, C56 1.397
56 C 3.2663 -7.3302 3.2454  O55 1.397, H64 1.090, H65 1.090, H66 1.090
57 N 0.8679 -4.4188 1.3358  C53 1.464, H67 1.010, H68 1.010
58 H 1.7229 -3.9573 -1.2444  C52 1.090
59 H 3.1338 -4.8497 -0.9243  C52 1.090
60 H 2.7093 -3.1984 -0.0361  C52 1.090
61 H 1.4147 -5.9826 0.0575  C53 1.090
62 H 3.2742 -4.8380 2.2660  C54 1.090
63 H 3.7173 -6.0288 1.0792  C54 1.090
64 H 4.0547 -7.7475 2.6191  C56 1.090
65 H 2.7064 -8.1219 3.7431  C56 1.090
66 H 3.7018 -6.5958 3.9230  C56 1.090
67 H 1.2249 -3.5277 1.6498  N57 1.010
68 H 0.6503 -4.9102 2.1910  N57 1.010
69 C -2.6048 4.5911 -0.2021  C70 1.556, H75 1.090, H76 1.090, H77 1.090
70 C -1.0821 4.6727 0.1056  C69 1.556, C71 1.530, N74 1.529, H78 1.090
71 C -0.6341 5.9087 0.8882  C70 1.530, O72 1.417, H79 1.090, H80 1.090
72 O -1.0839 5.8865 2.2313  C71 1.417, C73 1.399
73 C -0.7585 7.0695 2.9040  O72 1.399, H81 1.090, H82 1.090, H83 1.090
74 N -0.8065 3.3784 0.8706  C70 1.529, H84 1.010, H85 1.010
75 H -2.9234 5.2654 -0.9971  C69 1.090
76 H -3.1067 4.9436 0.6990  C69 1.090
77 H -2.9292 3.5871 -0.4755  C69 1.090
78 H -0.5345 4.5332 -0.8265  C70 1.090
79 H -0.8515 6.8170 0.3262  C71 1.090
80 H 0.4524 5.9012 0.9753  C71 1.090
81 H -1.1752 7.9230 2.3691  C73 1.090
82 H 0.3193 7.0658 3.0663  C73 1.090
83 H -1.1211 7.0972 3.9315  C73 1.090
84 H 0.1405 3.4254 1.2184  N74 1.010
85 H -1.3827 3.4451 1.6974  N74 1.010
86 C -1.2416 -2.0489 -0.0240  C87 1.588, H92 1.090, H93 1.090, H94 1.090
87 C 0.0822 -1.3395 0.4915  C86 1.588, C88 1.532, N91 1.470, H95 1.090
88 C -0.0256 0.1457 0.1319  C87 1.532, O89 1.473, H96 1.090, H97 1.090
89 O 1.0670 1.0668 0.4882  C88 1.473, C90 1.386
90 C 1.8861 1.3909 -0.5817  O89 1.386, H98 1.090, H99 1.090, H100 1.090
91 N 0.2285 -1.4093 1.9524  C87 1.470, H101 1.010, H102 1.010
92 H -1.4588 -2.0663 -1.0920  C86 1.090
93 H -2.0886 -1.4906 0.3750  C86 1.090
94 H -1.1827 -3.0588 0.3820  C86 1.090
95 H 0.9150 -1.7334 -0.0911  C87 1.090
96 H -0.8359 0.5409 0.7445  C88 1.090
97 H -0.4614 0.3276 -0.8506  C88 1.090
98 H 2.9508 1.4293 -0.3511  C90 1.090
99 H 1.5510 2.3093 -1.0638  C90 1.090
100 H 2.0443 0.6228 -1.3386  C90 1.090
101 H -0.3982 -0.7327 2.3641  N91 1.010
102 H 1.1093 -0.9454 2.1226  N91 1.010
103 C 0.6108 -3.7143 -3.6629  C104 1.505, H109 1.090, H110 1.090, H111 1.090
104 C -0.5024 -4.1313 -4.5861  C103 1.505, C105 1.529, N108 1.438, H112 1.090
105 C -1.5471 -3.0217 -4.7064  C104 1.529, O106 1.411, H113 1.090, H114 1.090
106 O -1.0490 -1.9411 -5.4646  C105 1.411, C107 1.449
107 C -2.0629 -0.9429 -5.7401  O106 1.449, H115 1.090, H116 1.090, H117 1.090
108 N -0.0374 -4.4209 -5.9162  C104 1.438, H118 1.010, H119 1.010
109 H 1.3797 -4.4828 -3.7423  C103 1.090
110 H 0.1052 -3.7617 -2.6985  C103 1.090
111 H 1.1196 -2.7854 -3.9205  C103 1.090
112 H -0.9903 -4.9886 -4.1223  C104 1.090
113 H -1.8354 -2.6584 -3.7200  C105 1.090
114 H -2.4144 -3.3813 -5.2601  C105 1.090
115 H -2.8479 -1.4750 -6.2774  C107 1.090
116 H -1.5113 -0.1744 -6.2816  C107 1.090
117 H -2.5883 -0.5468 -4.8711  C107 1.090
118 H -0.0256 -3.4878 -6.3024  N108 1.010
119 H 0.8921 -4.8159 -5.9164  N108 1.010
120 C -4.9729 -4.2834 2.9312  C121 1.487, H126 1.090, H127 1.090, H128 1.090
121 C -3.8938 -3.2671 2.8204  C120 1.487, C122 1.550, N125 1.388, H129 1.090
122 C -3.6882 -2.3999 4.0887  C121 1.550, O123 1.438, H130 1.090, H131 1.090
123 O -2.5294 -1.5789 3.8643  C122 1.438, C124 1.408
124 C -2.1096 -1.0145 5.0843  O123 1.408, H132 1.090, H133 1.090, H134 1.090
125 N -2.7215 -3.8593 2.3704  C121 1.388, H135 1.010, H136 1.010
126 H -5.2507 -4.7048 1.9651  C120 1.090
127 H -5.9338 -3.8804 3.2514  C120 1.090
128 H -4.7302 -5.2104 3.4507  C120 1.090
129 H -4.0634 -2.6687 1.9253  C121 1.090
130 H -3.5188 -3.0565 4.9421  C122 1.090
131 H -4.5890 -1.8029 4.2312  C122 1.090
132 H -1.3579 -1.6175 5.5937  C124 1.090
133 H -2.8870 -0.8931 5.8387  C124 1.090
134 H -1.7115 -0.0026 5.0088  C124 1.090
135 H -2.0625 -3.3561 2.9472  N125 1.010
136 H -2.6171 -3.4424 1.4564  N125 1.010
137 C 5.8680 -0.4747 -1.7983  C138 1.551, H143 1.090, H144 1.090, H145 1.090
138 C 6.5934 0.8794 -2.0099  C137 1.551, C139 1.624, N142 1.471, H146 1.090
139 C 5.6331 2.1570 -2.2967  C138 1.624, O140 1.428, H147 1.090, H148 1.090
140 O 6.4103 3.2783 -2.7171  C139 1.428, C141 1.408
141 C 5.8166 4.5343 -2.9491  O140 1.408, H149 1.090, H150 1.090, H151 1.090
142 N 7.3200 1.2077 -0.7741  C138 1.471, H152 1.010, H153 1.010
143 H 5.2801 -0.7760 -2.6653  C137 1.090
144 H 5.4289 -0.3926 -0.8040  C137 1.090
145 H 6.7206 -1.1474 -1.7054  C137 1.090
146 H 7.2165 0.9457 -2.9018  C138 1.090
147 H 5.0421 2.4098 -1.4164  C139 1.090
148 H 4.9040 1.8435 -3.0439  C139 1.090
149 H 5.6372 4.9485 -1.9569  C141 1.090
150 H 4.8612 4.3219 -3.4289  C141 1.090
151 H 6.4889 5.1422 -3.5545  C141 1.090
152 H 7.7064 2.1073 -1.0224  N142 1.010
153 H 6.7010 1.4092 -0.0018  N142 1.010

Here are the Löwdin charges for atoms 1 to 99, given in e:
1. C -0.04
2. C -0.45
3. C -0.25
4. O -0.19
5. C -0.07
6. N 0.07
7. H 0.07
8. H 0.08
9. H 0.07
10. H 0.11
11. H 0.12
12. H 0.13
13. H 0.07
14. H 0.08
15. H 0.08
16. H 0.06
17. H 0.06
18. C -0.06
19. C -0.47
20. C -0.14
21. O -0.21
22. C -0.13
23. N 0.05
24. H 0.07
25. H 0.07
26. H 0.07
27. H 0.12
28. H 0.12
29. H 0.12
30. H 0.09
31. H 0.09
32. H 0.07
33. H 0.09
34. H 0.06
35. C -0.07
36. C -0.45
37. C -0.20
38. O -0.16
39. C -0.11
40. N 0.03
41. H 0.06
42. H 0.10
43. H 0.08
44. H 0.13
45. H 0.12
46. H 0.12
47. H 0.05
48. H 0.08
49. H 0.09
50. H 0.07
51. H 0.07
52. C -0.06
53. C -0.42
54. C -0.18
55. O -0.20
56. C -0.13
57. N 0.05
58. H 0.04
59. H 0.08
60. H 0.08
61. H 0.14
62. H 0.13
63. H 0.11
64. H 0.08
65. H 0.09
66. H 0.09
67. H 0.04
68. H 0.07
69. C -0.06
70. C -0.36
71. C -0.21
72. O -0.20
73. C -0.12
74. N 0.07
75. H 0.07
76. H 0.07
77. H 0.06
78. H 0.11
79. H 0.12
80. H 0.11
81. H 0.09
82. H 0.07
83. H 0.09
84. H 0.04
85. H 0.07
86. C -0.04
87. C -0.38
88. C -0.18
89. O -0.19
90. C -0.15
91. N 0.07
92. H 0.06
93. H 0.05
94. H 0.04
95. H 0.11
96. H 0.10
97. H 0.11
98. H 0.07
99. H 0.07